Entry 1:
ORCA calculation (wB97M-V/def2-TZVPD) on a cluster of 10 separate species, C31H52Br2F5N10O22P in total in a non-equilibrium geometry.

Each line ends with the Mulliken charge.
Atoms and positions in Å:
1 C -1.7157 -3.5221 0.5660  -1.187
2 C -2.2146 -2.5724 -0.5486  -0.637
3 C -2.3085 -1.1437 -0.0137  -0.992
4 C -2.3048 -0.0498 -1.1155  -1.594
5 C -1.1507 0.9344 -1.0977  0.277
6 C -0.1834 0.8108 -2.0654  -0.326
7 O -0.2981 -0.2532 -2.9133  -0.622
8 C 0.7433 -1.2331 -2.7793  -0.621
9 C 1.0448 -1.7238 -1.3651  1.416
10 C 2.4265 -1.2225 -0.9293  -1.054
11 O 1.0886 -3.1394 -1.4458  -0.534
12 C 0.8401 1.7017 -2.2109  0.912
13 P 2.0897 1.6234 -3.5594  0.425
14 C 2.2215 3.3413 -4.2533  -1.177
15 C 1.3499 0.7503 -5.0180  -1.214
16 C 0.9084 2.6844 -1.2513  0.196
17 C -0.0385 2.8202 -0.2649  0.768
18 C -1.0902 1.9668 -0.1762  0.002
19 C -2.1456 2.2097 0.8907  0.309
20 F -1.5260 2.4190 2.0673  -0.270
21 F -2.9704 1.1727 1.0935  -0.256
22 C -3.0641 3.4585 0.5559  0.637
23 F -3.0837 4.3440 1.5366  -0.170
24 F -2.7357 4.0207 -0.6026  -0.259
25 F -4.3417 3.0180 0.4126  -0.266
26 C 0.3204 4.0294 0.5595  -0.008
27 O -0.2679 4.6525 1.4130  -0.567
28 N 1.6039 4.4650 0.1136  0.276
29 C 2.6159 4.6350 1.0836  -0.415
30 Br 3.2116 6.4308 1.3486  -0.184
31 C 3.2046 3.7013 1.8204  0.666
32 C 4.2915 3.9630 2.8100  -1.642
33 Br 2.7181 1.8667 1.6752  -0.113
34 C 1.9466 3.7294 -1.0564  0.114
35 O 2.9474 3.9853 -1.6853  -0.563
36 H -1.7465 -2.9818 1.5129  0.405
37 H -0.6837 -3.8129 0.4175  0.117
38 H -2.3669 -4.3765 0.6823  0.255
39 H -1.5407 -2.6554 -1.3945  0.269
40 H -3.2031 -2.9111 -0.8460  0.585
41 H -1.4944 -0.9593 0.6845  0.596
42 H -3.2375 -1.0773 0.5370  0.620
43 H -3.2135 0.5312 -1.0020  0.535
44 H -2.3700 -0.5232 -2.0864  0.872
45 H 1.6845 -0.9206 -3.2218  -0.014
46 H 0.4110 -2.0928 -3.3503  0.614
47 H 0.3449 -1.3715 -0.6090  -0.627
48 H 3.1432 -1.3877 -1.7223  0.060
49 H 2.6874 -1.7526 -0.0123  0.769
50 H 2.3472 -0.1779 -0.6373  -0.307
51 H 1.6200 -3.4936 -0.7305  0.381
52 H 1.9013 3.3657 -5.2883  0.502
53 H 1.5237 3.9609 -3.7002  0.333
54 H 3.2008 3.7577 -4.0822  0.321
55 H 1.6874 -0.2742 -5.0723  0.314
56 H 1.7368 1.2379 -5.9070  0.516
57 H 0.2686 0.8097 -5.0517  0.345
58 H 5.1905 4.1945 2.2395  0.357
59 H 4.0483 4.7977 3.4522  0.426
60 H 4.5055 3.0717 3.3813  0.421
61 C 4.6965 -4.5295 -2.7843  -0.690
62 N 3.9732 -3.4744 -3.5356  0.947
63 O 3.2430 -3.8068 -4.4400  -0.576
64 O 4.1586 -2.3261 -3.1761  -0.513
65 H 4.4374 -5.4906 -3.1994  0.276
66 H 5.7602 -4.3286 -2.8925  0.214
67 H 4.3903 -4.4594 -1.7467  0.291
68 C -6.0169 0.1301 0.7470  -0.607
69 N -5.8427 -1.3478 0.7987  1.019
70 O -5.6053 -1.9261 -0.2400  -0.525
71 O -5.9492 -1.8751 1.8846  -0.601
72 H -5.8938 0.4562 -0.2789  0.274
73 H -7.0154 0.3531 1.1105  0.378
74 H -5.2617 0.5710 1.3885  0.150
75 C 7.5644 -0.5438 -3.0499  -0.728
76 N 7.5835 -2.0227 -2.8929  0.925
77 O 7.5851 -2.6994 -3.8996  -0.529
78 O 7.5875 -2.4553 -1.7622  -0.517
79 H 7.5584 -0.3111 -4.1076  0.304
80 H 6.6646 -0.1788 -2.5632  0.265
81 H 8.4548 -0.1541 -2.5661  0.283
82 C 3.6975 10.6941 2.0740  -0.718
83 N 4.7192 9.6121 2.0332  0.821
84 O 5.3282 9.4500 0.9986  -0.492
85 O 4.8670 8.9653 3.0469  -0.476
86 H 3.6756 11.1815 1.1068  0.300
87 H 2.7423 10.2304 2.3015  0.274
88 H 3.9895 11.3875 2.8565  0.289
89 C -1.9083 5.0461 4.5563  -0.547
90 N -1.2259 5.2802 5.8569  0.977
91 O -1.7661 4.8638 6.8623  -0.572
92 O -0.1713 5.8746 5.8295  -0.572
93 H -2.8241 4.5086 4.7373  0.283
94 H -2.1078 6.0165 4.1150  0.275
95 H -1.2350 4.4657 3.9308  0.170
96 C -6.4118 4.8655 5.9582  -0.752
97 N -5.8958 5.8048 4.9255  0.851
98 O -6.6612 6.6205 4.4679  -0.511
99 O -4.7277 5.6834 4.6165  -0.502
100 H -7.4571 5.0891 6.1335  0.322
101 H -6.2843 3.8580 5.5743  0.275
102 H -5.8209 5.0150 6.8570  0.282
103 C -2.2317 -8.4480 1.1907  -0.589
104 N -1.6767 -7.4784 0.2072  0.893
105 O -2.3897 -6.5846 -0.1897  -0.487
106 O -0.5243 -7.6546 -0.1355  -0.547
107 H -3.2552 -8.1806 1.4077  0.124
108 H -2.1768 -9.4338 0.7406  0.299
109 H -1.6133 -8.3924 2.0818  0.312
110 C 2.3391 -8.5196 -2.3841  -0.675
111 N 3.5598 -8.0602 -1.6666  0.869
112 O 3.6633 -6.8712 -1.4412  -0.503
113 O 4.3664 -8.9044 -1.3543  -0.532
114 H 1.7174 -7.6569 -2.5925  0.257
115 H 2.6642 -9.0018 -3.3010  0.291
116 H 1.8272 -9.2228 -1.7348  0.282
117 C -6.5711 -6.3957 0.9193  -0.777
118 N -5.7417 -7.6098 0.6869  0.847
119 O -5.0992 -7.6649 -0.3355  -0.458
120 O -5.7600 -8.4644 1.5516  -0.533
121 H -6.4490 -5.7296 0.0737  0.308
122 H -7.6020 -6.7212 1.0189  0.300
123 H -6.2200 -5.9319 1.8360  0.308

Output
HOMO level, eV: -8.33
Molecular weight, g mol⁻¹: 1202.58
LUMO energy, eV: -0.7
Frontier orbital gap, eV: 7.67


Entry 2:
ORCA calculation (wB97M-V/def2-TZVPD) on a structure of composition C31H53ClNPRe in a non-equilibrium geometry.

Each line ends with the Mulliken spin population.
Atoms and positions in Å:
1 Re -0.4218 1.2156 1.8014  1.112
2 Cl -0.8412 2.7937 3.6052  0.026
3 P -0.1403 -0.4689 -0.0362  -0.006
4 C 0.5016 2.2053 -2.1166  -0.174
5 H 1.0522 1.5433 -2.7352  0.016
6 H 0.7740 2.4846 -1.0474  -0.052
7 C -0.9554 -1.5264 1.3027  -0.012
8 C 1.7034 -1.0025 -0.2508  -0.033
9 C -1.4924 -2.9193 0.9087  0.032
10 H -0.1752 -1.6886 2.0759  0.038
11 C -1.8735 -3.6214 2.2104  -0.001
12 H -2.3652 -2.7952 0.2475  0.004
13 H -0.7076 -3.4767 0.3792  0.001
14 C -2.8664 -2.8233 3.0731  -0.002
15 H -2.2908 -4.6025 1.9631  0.000
16 H -0.9581 -3.7971 2.7945  0.001
17 C -2.4758 -1.3483 3.2631  0.015
18 H -3.8647 -2.8791 2.6158  0.001
19 H -2.9490 -3.3100 4.0517  -0.001
20 C -2.0882 -0.7144 1.9112  0.140
21 H -3.2993 -0.7971 3.7349  -0.004
22 H -1.6166 -1.2753 3.9520  0.035
23 H -2.9638 -0.6786 1.2422  -0.011
24 H -1.8290 0.4406 2.1263  -0.065
25 C -0.9035 -1.0044 -1.7006  -0.005
26 C 2.2615 -0.8044 -1.6568  0.000
27 H 2.2724 -0.3253 0.4194  0.012
28 C 3.7703 -1.0006 -1.6906  -0.002
29 H 1.7602 -1.4345 -2.4008  -0.002
30 H 2.0676 0.2078 -1.9820  0.004
31 C 4.1421 -2.3762 -1.1458  -0.001
32 H 4.1261 -0.8826 -2.7218  0.000
33 H 4.2443 -0.2090 -1.0886  0.001
34 C 3.4383 -2.7365 0.1729  0.002
35 H 3.9119 -3.1416 -1.8994  0.000
36 H 5.2222 -2.4062 -0.9880  0.000
37 C 1.9380 -2.4440 0.1760  0.024
38 H 3.5900 -3.7976 0.3970  0.001
39 H 3.8979 -2.1655 0.9920  0.000
40 H 1.4191 -3.1214 -0.5187  -0.002
41 H 1.5146 -2.6376 1.1673  -0.001
42 C -2.4328 -0.8380 -1.7676  0.026
43 H -0.4304 -0.2704 -2.3791  -0.005
44 C -3.0042 -1.1519 -3.1652  0.003
45 H -2.8932 -1.5181 -1.0360  -0.008
46 H -2.7486 0.1755 -1.4912  0.012
47 C -2.5728 -2.5083 -3.7386  0.001
48 H -4.0992 -1.1126 -3.1195  -0.001
49 H -2.6933 -0.3634 -3.8641  0.000
50 C -1.0670 -2.7419 -3.5776  -0.002
51 H -3.1281 -3.3159 -3.2395  0.000
52 H -2.8378 -2.5655 -4.8032  0.000
53 C -0.5630 -2.4406 -2.1612  0.002
54 H -0.8258 -3.7826 -3.8274  0.000
55 H -0.5229 -2.1137 -4.2966  0.000
56 H -1.0383 -3.1500 -1.4706  -0.001
57 H 0.5123 -2.6434 -2.1169  -0.001
58 C -1.2504 1.9777 0.2267  0.528
59 C -0.5793 2.7203 -2.7329  0.296
60 H -1.7983 1.3324 -0.5532  -0.067
61 C -0.7581 4.1579 -2.3949  -0.047
62 H -1.4431 1.9527 -2.6447  -0.030
63 C -0.9556 4.9248 -1.0755  0.066
64 H 0.1023 4.5474 -2.9715  0.012
65 H -1.6705 4.2391 -2.9552  0.002
66 C -2.2510 4.6290 -0.3615  -0.025
67 H -0.1180 4.7812 -0.3990  -0.015
68 H -0.9277 5.9915 -1.3432  -0.001
69 C -2.3686 3.1589 0.1841  0.118
70 H -2.4365 5.3491 0.4623  0.002
71 H -3.0903 4.8439 -1.0599  -0.001
72 H -2.6254 3.2614 1.2560  -0.010
73 H -3.3118 2.7684 -0.2863  0.019
74 C 1.7781 -0.3732 3.3494  0.135
75 C 2.4132 0.9193 3.0483  0.263
76 C 3.6388 1.4154 3.5892  0.068
77 C 3.7970 2.6997 3.0141  0.139
78 C 2.6498 2.8885 2.1643  0.317
79 C 2.4031 4.1140 1.3741  0.031
80 N 1.8147 1.7979 2.2013  0.000
81 H 0.6989 -0.2173 3.5270  0.039
82 H 2.2096 -0.8103 4.2585  0.008
83 H 1.9401 -1.0765 2.5201  -0.023
84 H 4.2749 0.9022 4.3194  0.001
85 H 4.5986 3.4234 3.1920  0.001
86 H 3.2366 4.8181 1.5246  0.004
87 H 2.3500 3.9034 0.2978  0.026
88 H 1.4944 4.6217 1.7189  0.024

Output
2S+1: 4
HOMO level (spin up / spin down), eV: -4.76 / -6.30
Molecular weight, g mol⁻¹: 692.41
LUMO energy (spin up / spin down), eV: 0.5 / -2.1
Frontier orbital gap (spin up / spin down), eV: 5.24 / 4.23


Entry 3:
ORCA calculation (wB97M-V/def2-TZVPD) on a cluster of 4 separate species, C31H53N6O8S2 in total in a non-equilibrium geometry.

Each line ends with the Mulliken charge.
Atoms and positions in Å:
1 C 3.9519 -3.1793 0.2168  -0.831
2 O 4.3968 -2.0881 -0.5548  -0.163
3 C 4.1013 -0.8528 0.0670  -0.680
4 C 4.6203 0.2670 -0.8282  -0.487
5 C 3.5077 0.9811 -1.6022  -1.186
6 C 2.8588 2.0738 -0.7458  -0.018
7 C 2.3038 3.2581 -1.5681  -1.798
8 C 0.8969 3.7401 -1.1638  -0.469
9 C 0.6550 3.8810 0.3013  0.232
10 N 1.6807 4.0137 1.1547  0.270
11 C 1.5387 4.1609 2.4802  -0.137
12 O 2.6989 4.3155 3.2257  -0.427
13 C 3.3160 5.4338 2.9380  0.378
14 N 3.8510 6.4040 2.6872  -0.305
15 C 0.3016 4.1461 3.0576  -0.722
16 C -0.8020 4.0026 2.2126  1.357
17 C -2.1200 4.0022 2.9323  -0.258
18 O -2.2523 4.7155 3.8852  -0.519
19 O -3.0475 3.1749 2.4778  -0.076
20 C -0.6517 3.8849 0.8258  0.412
21 C -1.8466 3.7634 -0.0854  -1.833
22 C -2.1986 2.3049 -0.4173  0.058
23 C -3.3120 2.2827 -1.4717  -0.887
24 S -4.2065 0.7052 -1.6147  -0.141
25 C -4.4152 0.0614 0.0400  -0.084
26 S -5.0536 0.9264 1.2418  -0.076
27 N -4.0120 -1.2693 0.2653  0.129
28 C -2.5941 -1.3545 0.6796  -0.051
29 C -1.9910 -2.6664 0.2384  -0.717
30 O -1.9609 -2.8437 -1.1536  -0.345
31 C -3.1798 -2.4828 -1.7957  -0.242
32 C -4.3245 -2.2109 -0.8289  -1.144
33 H 2.8610 -3.2191 0.2408  0.353
34 H 4.3334 -4.0886 -0.2352  0.272
35 H 4.3463 -3.1388 1.2362  0.400
36 H 4.5937 -0.8509 1.0458  0.370
37 H 3.0219 -0.7837 0.2635  0.305
38 H 5.1970 0.9572 -0.2133  0.481
39 H 5.3309 -0.1832 -1.5140  0.004
40 H 2.7641 0.2146 -1.8153  0.293
41 H 3.9303 1.3895 -2.5144  0.516
42 H 3.6494 2.4599 -0.0950  0.398
43 H 2.1169 1.6583 -0.0636  0.403
44 H 2.9881 4.1051 -1.5350  0.305
45 H 2.2482 2.9539 -2.6080  0.670
46 H 0.1805 3.0214 -1.5457  0.151
47 H 0.7042 4.6997 -1.6445  0.476
48 H 2.6247 4.0298 0.7724  0.307
49 H 0.1784 4.2668 4.1208  0.634
50 H -3.5915 2.9045 3.2414  0.075
51 H -2.7041 4.2281 0.3854  0.801
52 H -1.6655 4.2931 -1.0185  0.609
53 H -1.3564 1.7992 -0.8881  0.217
54 H -2.4907 1.7639 0.4730  0.227
55 H -2.8805 2.4313 -2.4567  0.439
56 H -4.0101 3.0989 -1.2943  0.485
57 H -2.0207 -0.4824 0.3567  0.010
58 H -2.5745 -1.3633 1.7704  0.346
59 H -0.9705 -2.7461 0.6011  0.403
60 H -2.5461 -3.4734 0.7295  0.287
61 H -2.9592 -1.6332 -2.4356  0.259
62 H -3.5032 -3.2764 -2.4717  0.363
63 H -5.2095 -1.8945 -1.3733  0.487
64 H -4.5905 -3.1541 -0.3552  0.363
65 C 0.2374 -5.5003 -1.8183  -1.443
66 C 1.1751 -5.1136 -0.6978  0.913
67 O 1.4295 -3.9466 -0.4318  -0.732
68 N 1.7353 -6.1201 0.0216  -0.158
69 C 1.5553 -7.5521 -0.1420  -0.920
70 H -0.1302 -4.5964 -2.2934  0.169
71 H 0.7560 -6.1053 -2.5630  0.496
72 H -0.6136 -6.0558 -1.4227  0.418
73 H 2.3484 -5.7981 0.7534  0.219
74 H 1.1513 -7.9800 0.7766  0.300
75 H 2.5173 -8.0232 -0.3484  0.298
76 H 0.8761 -7.7682 -0.9586  0.355
77 C -6.5485 3.9085 4.1436  -1.312
78 C -6.1166 2.6452 4.8485  0.867
79 O -4.9328 2.3854 5.0514  -0.688
80 N -7.0796 1.7946 5.2600  -0.184
81 C -8.5197 1.9264 5.1168  -0.824
82 H -5.6638 4.4826 3.8826  0.224
83 H -7.0958 3.6709 3.2306  0.382
84 H -7.1762 4.5156 4.7958  0.438
85 H -6.7207 0.9734 5.7223  0.240
86 H -8.9875 1.9243 6.1016  0.295
87 H -8.9090 1.0829 4.5461  0.275
88 H -8.7787 2.8468 4.6062  0.323
89 C 6.1257 -2.5334 -3.0046  -1.196
90 C 6.5726 -1.6881 -4.1720  0.645
91 O 7.1562 -0.6262 -4.0118  -0.665
92 N 6.2990 -2.1433 -5.4228  -0.149
93 C 5.6193 -3.3675 -5.8040  -0.793
94 H 6.4136 -2.0393 -2.0862  0.304
95 H 5.0420 -2.6449 -3.0121  0.330
96 H 6.5988 -3.5163 -3.0346  0.527
97 H 6.6235 -1.5304 -6.1539  0.239
98 H 6.2812 -3.9815 -6.4169  0.283
99 H 4.7295 -3.1291 -6.3892  0.274
100 H 5.3226 -3.9356 -4.9295  0.307

Output
HOMO level, eV: -10.66
Molecular weight, g mol⁻¹: 701.93
LUMO energy, eV: -4.4
Charge: +1
Frontier orbital gap, eV: 6.27